A 10-piece molecular cluster, C32H48F5NO26 overall at a distorted geometry. Source: OMol25; level of theory: ωB97M-V/def2-TZVPD.

Geometry as XYZ:
```
112
Properties=species:S:1:pos:R:3:forces:R:3
C 4.607988 -2.518879 -0.054428 -0.636 1.796 0.020
N 4.717796 -1.133940 0.555898 0.972 0.698 0.718
C 3.991585 -1.128496 1.862250 0.002 -0.809 0.477
C 6.183442 -0.755684 0.782407 -1.434 -0.255 -0.074
C 4.115840 -0.109871 -0.410579 -0.088 -0.813 0.338
C 4.330583 1.363251 -0.096376 -0.857 0.112 0.982
O 3.534378 1.722788 1.026586 0.652 0.003 -0.128
H 5.298463 -2.459528 -0.888815 -0.141 -0.782 -0.171
H 3.566636 -2.550651 -0.367510 0.157 -0.490 -0.464
H 4.783897 -3.286346 0.691902 0.423 0.060 -0.040
H 2.957767 -1.454137 1.744644 -0.064 0.391 -0.488
H 4.030935 -0.168090 2.365121 0.016 0.086 -0.284
H 4.419146 -1.917650 2.483804 0.379 0.210 0.049
H 6.153493 0.001173 1.560512 0.480 -0.225 0.206
H 6.551547 -0.286459 -0.125447 0.159 -0.308 -0.093
H 6.690340 -1.684809 1.019157 0.368 0.277 0.289
H 3.059815 -0.343989 -0.269314 -0.232 0.388 -0.922
H 4.537932 -0.400275 -1.373065 -0.387 0.098 -0.208
H 3.909404 1.949834 -0.917169 0.634 -0.313 -0.502
H 5.362496 1.638367 0.126406 0.013 -0.006 -0.333
H 2.648727 1.761573 0.603162 -1.244 -0.205 0.321
C -0.236032 -0.350355 0.655934 -0.079 -0.587 -0.132
C 0.163050 0.573785 -0.508048 1.418 0.343 0.114
C -1.120192 1.070901 -1.115849 -1.670 0.706 0.228
O 1.073745 1.579304 -0.220410 0.053 0.640 0.444
H 0.607488 -0.548989 1.324081 0.051 0.115 -0.002
H -0.530854 -1.304726 0.200497 0.006 -0.126 0.175
H -1.112908 -0.039006 1.230156 0.162 0.330 0.084
H 0.701948 -0.101617 -1.199259 -0.495 -0.196 -0.380
H -1.733735 1.649456 -0.406372 0.403 -0.205 0.629
H -1.810824 0.251909 -1.345498 0.162 -0.029 -0.529
H -1.109556 1.823554 -1.907689 0.564 -0.634 -0.559
C 0.087493 2.015143 3.510234 0.134 0.488 2.114
C -1.344327 2.358152 3.216441 -1.412 -1.276 -0.891
O -2.036421 2.327204 4.460392 -0.411 0.900 -0.200
C -1.178741 2.241254 5.463707 0.330 -0.457 0.724
O -1.476239 2.306542 6.618809 0.480 0.014 -0.469
O 0.066132 2.001396 4.971188 0.279 -0.137 0.461
H 0.812270 2.802997 3.316047 0.077 -0.397 -0.795
H 0.338729 1.006299 3.192333 0.397 0.313 -0.326
H -1.809864 1.501540 2.718580 0.064 0.559 -0.761
H -1.531641 3.298146 2.699816 0.062 -0.040 0.054
C -0.760050 -3.120695 4.184841 -0.473 0.788 -0.359
C -0.824632 -1.614182 4.445064 0.729 -0.252 0.044
O -1.880438 -1.506683 5.363545 -0.785 1.076 -0.249
C -2.254422 -2.703284 5.812235 -0.491 -0.009 1.259
O -3.156030 -2.896532 6.569369 0.465 -0.040 -0.468
O -1.402247 -3.646243 5.367951 1.001 -0.722 -0.992
H 0.282469 -3.364445 3.981772 -0.044 -0.778 0.763
H -1.352268 -3.436501 3.325635 -0.134 0.095 -0.013
H -0.977843 -0.993026 3.562338 -0.340 -0.143 0.009
H 0.094418 -1.286148 4.942891 -0.053 0.068 -0.006
C 0.107231 -3.128850 -4.102335 -1.038 1.070 0.006
C 0.093793 -1.950074 -3.045455 -0.126 -2.315 -1.497
O 1.207885 -2.400143 -2.243956 -0.264 0.970 0.516
C 1.937514 -3.324814 -2.880864 1.501 -0.450 1.210
O 2.954363 -3.809903 -2.437696 -0.633 0.629 0.063
O 1.411754 -3.695245 -4.013767 -1.044 -0.044 -1.205
H -0.145287 -2.822609 -5.114487 0.517 0.128 -0.092
H -0.654536 -3.860426 -3.832040 0.281 -0.301 0.197
H -0.862424 -2.060446 -2.540841 0.305 0.341 0.656
H 0.185725 -0.960802 -3.483663 0.556 -0.017 0.295
C 0.022816 -5.730252 0.362887 0.677 -0.064 0.675
C -0.796560 -4.465061 0.647189 2.169 -2.337 0.513
O -1.930165 -5.047513 1.210301 -0.630 1.394 0.053
C -2.112330 -6.286147 0.685960 -0.540 -0.654 -0.826
O -3.120102 -6.910409 0.718408 0.266 0.299 0.324
O -0.991345 -6.672170 0.055766 0.328 -0.321 -0.582
F -1.012573 -3.839819 -0.540432 -0.620 0.500 0.309
H 0.538518 -6.134761 1.242489 -0.185 0.493 0.298
H 0.837143 -5.594537 -0.348548 -0.674 -0.183 -0.744
H -0.210856 -3.901193 1.372341 -0.810 0.917 -0.182
C -4.483367 -2.882127 -0.237677 0.464 0.023 -0.399
C -5.633015 -1.901872 -0.264873 -0.858 0.312 0.031
O -5.249272 -0.907899 0.659532 -0.371 -0.504 -1.101
C -4.111993 -1.272945 1.280738 -0.338 0.361 1.461
O -3.648666 -0.587057 2.140398 0.690 -0.532 -0.378
O -3.696571 -2.501172 0.897289 -0.218 0.590 -0.056
F -6.806515 -2.496972 0.143756 0.200 -0.079 0.511
H -3.854668 -2.736270 -1.117874 -0.090 -0.282 -0.073
H -4.829307 -3.907724 -0.137707 0.102 0.003 0.030
H -5.923781 -1.466073 -1.220863 0.639 0.227 0.013
C -3.858065 3.907708 -3.545916 1.967 1.054 -0.144
C -5.148361 4.444957 -2.981990 0.261 -0.593 -0.007
O -5.772260 3.264390 -2.515139 0.099 -0.328 0.148
C -4.897499 2.201713 -2.591455 0.153 -0.464 0.499
O -5.066826 1.094800 -2.200467 -0.962 0.056 0.152
O -3.723936 2.562117 -3.113101 -0.443 0.925 -0.610
F -5.911302 5.062980 -3.917091 -0.166 -0.245 -0.064
H -3.036197 4.474506 -3.101076 0.081 -0.104 -0.090
H -3.739080 4.012423 -4.624158 -0.438 -0.248 -0.053
H -4.953238 5.167622 -2.189222 -0.495 -0.163 0.210
C 2.465115 3.051225 -3.688744 -1.107 0.446 0.101
C 1.001849 2.561544 -3.479199 0.583 -1.263 -1.370
O 1.158309 1.173463 -3.838083 -0.212 0.398 1.448
C 2.452377 0.823412 -3.858713 -0.590 -1.200 -1.225
O 2.795906 -0.265368 -4.222061 0.339 0.242 0.745
O 3.238298 1.850219 -3.571766 0.414 0.747 -0.043
F 0.080068 2.915644 -4.444276 0.531 1.223 0.652
H 2.800234 3.765206 -2.943014 -0.039 -0.074 0.064
H 2.520439 3.489322 -4.687770 0.336 -0.175 -0.045
H 0.620497 2.748228 -2.476791 -0.147 -0.514 -0.067
C 0.277820 4.643442 -0.370297 -1.013 2.008 0.097
C 1.684208 5.062049 0.131552 -2.416 -0.616 1.356
O 1.498210 6.347740 0.679100 -0.494 -0.187 -0.477
C 0.280800 6.886367 0.223000 1.313 -1.811 -1.291
O 0.098131 8.035844 0.092085 -0.632 0.885 0.654
O -0.498987 5.870449 -0.223402 0.325 1.354 0.286
F 2.574650 5.102464 -0.877896 0.478 -0.074 -0.201
H -0.340367 3.998212 0.243037 0.950 -1.050 -0.281
H 0.229504 4.506997 -1.446903 0.276 -0.810 0.117
H 1.905601 4.362276 0.935901 1.170 0.091 -0.249
```
Forces are in eV/Å.

## Properties
Electronic energy (eV): -102271.9549
LUMO energy (eV): -0.5853
Charge: 0

---

A 8-piece molecular cluster, C32H48O24 overall at a distorted geometry. Source: OMol25; level of theory: ωB97M-V/def2-TZVPD.

Geometry as XYZ:
```
104
Properties=species:S:1:pos:R:3:forces:R:3
C -50.864678 33.728176 17.280470 -1.138 -3.299 0.307
C -51.134292 34.704999 16.071961 4.072 -0.876 3.734
C -50.297336 36.037461 16.462620 -2.001 -0.714 -1.406
O -49.485174 36.306009 15.296329 0.178 -0.495 0.186
C -49.476480 35.227274 14.526246 1.995 -2.250 -3.188
O -48.760460 34.992598 13.528160 -2.217 1.521 3.159
O -50.346042 34.266549 14.944506 -1.017 0.451 -0.099
H -49.924410 33.817401 17.855731 -0.166 0.210 -0.921
H -51.026315 32.587099 17.043319 0.957 1.949 -0.598
H -51.622660 33.592996 18.080772 -0.202 1.563 -0.449
H -52.215404 34.796586 16.007898 0.160 0.263 -1.038
H -49.706813 36.094777 17.398145 -0.597 -0.169 -0.756
H -51.139569 36.665295 16.335183 -0.147 1.969 1.039
C -53.620531 42.629407 23.205168 0.524 -0.280 -0.434
C -53.978339 42.408957 21.747292 -3.269 1.654 1.200
C -55.154807 43.407892 21.319619 3.291 -1.696 -1.090
O -54.524820 44.073654 20.195750 -5.369 1.817 0.516
C -53.339710 43.718279 20.004415 6.155 1.384 -4.995
O -52.557530 44.080618 19.086472 -3.136 -0.908 2.913
O -52.908139 42.939713 20.944460 0.706 -4.022 2.366
H -52.768527 42.037104 23.300667 1.608 -1.642 0.478
H -54.318277 42.166522 23.961119 0.360 1.347 -0.767
H -53.083314 43.590101 23.296390 -1.372 0.261 0.657
H -54.501879 41.395634 21.725570 2.017 0.442 -1.243
H -55.336479 43.993787 22.155842 -0.489 1.913 1.004
H -56.018335 42.892055 21.010296 -1.072 -0.420 -0.668
C -53.978151 36.130551 12.740685 2.278 2.120 -1.214
C -52.710017 36.803031 13.297433 1.424 -1.546 -0.813
C -52.168542 37.999178 12.477086 3.956 -1.179 7.085
O -52.090641 39.076090 13.492879 0.247 0.294 -0.251
C -52.529620 38.715353 14.684582 -1.724 -0.067 0.022
O -52.666829 39.457251 15.635827 0.529 -1.920 -1.222
O -53.025056 37.403233 14.575744 0.928 0.163 0.618
H -54.017367 35.750360 11.746274 1.071 0.167 -1.210
H -54.713464 36.838046 12.770529 -2.091 2.355 -0.110
H -54.429335 35.365357 13.194906 -0.778 -3.238 2.967
H -51.847582 36.037774 13.263509 -1.279 0.943 1.131
H -52.849840 38.281294 11.893177 -4.778 2.425 -5.631
H -51.132572 37.979810 12.237683 0.391 -0.760 -1.297
C -57.230405 39.446052 21.238486 4.039 2.868 -1.425
C -57.174005 39.658489 19.705039 -0.400 -5.792 -1.326
C -58.166474 40.510459 18.973738 0.315 0.552 -0.699
O -57.230014 41.356679 18.180999 -14.672 2.289 -0.852
C -56.131494 41.041398 18.337642 14.797 -0.413 -1.687
O -55.225286 41.570015 17.656067 -1.143 -1.743 2.132
O -55.913267 40.103413 19.280536 0.498 0.333 0.587
H -57.990337 38.837214 21.584901 -1.604 -1.024 0.603
H -57.343826 40.536048 21.457648 -0.127 -0.829 1.275
H -56.163743 39.095931 21.654817 -2.506 0.696 -1.074
H -57.312338 38.646262 19.135489 0.436 0.967 1.340
H -58.681013 41.071350 19.667439 -0.937 2.177 1.430
H -59.008279 40.075788 18.389198 1.368 -0.145 -0.240
C -54.906647 41.170977 27.172678 -0.706 -4.498 2.654
C -55.170632 39.855129 26.338489 1.670 0.193 0.275
C -56.296474 39.878017 25.369002 0.149 2.930 -1.214
O -55.798928 39.284569 24.209429 0.326 -0.696 -1.544
C -54.438180 39.267258 24.272879 -0.155 -1.943 -5.543
O -53.732845 38.917523 23.315885 -1.669 1.022 2.459
O -54.106392 39.620355 25.420305 4.222 2.009 2.089
H -55.791491 41.154107 27.830398 -0.016 0.348 -0.080
H -54.863109 42.149592 26.770348 0.570 0.477 -1.019
H -54.127633 40.822646 27.930771 -0.419 1.303 -1.269
H -54.961419 38.863424 26.809310 -1.602 1.130 1.381
H -56.546587 40.956932 25.089463 -0.044 -1.203 0.643
H -57.124095 39.323632 25.593569 -2.372 -0.986 1.154
C -49.144168 40.378896 14.855397 1.888 6.958 -3.213
C -50.177784 41.504402 14.901745 0.916 1.572 2.667
C -50.750703 41.897303 16.415312 -1.013 1.752 -5.346
O -50.380244 43.211519 16.580677 3.541 3.018 -1.258
C -49.730544 43.747103 15.432827 -1.510 -2.447 2.075
O -49.363233 44.857944 15.386434 0.501 1.041 -0.516
O -49.650131 42.793685 14.480027 -0.087 -0.244 -0.013
H -48.501399 40.412286 13.961551 -0.751 -0.321 0.038
H -49.700441 39.634177 15.003543 -3.693 -6.784 0.887
H -48.549847 40.581338 15.625277 2.848 0.159 3.418
H -50.935095 41.182227 14.289519 -2.129 0.117 -1.626
H -50.362763 41.280653 17.089429 1.429 -2.533 3.137
H -51.768738 42.180060 16.474864 -1.937 -2.240 -0.168
C -55.892621 37.543218 16.056934 0.667 0.310 0.395
C -55.943213 36.362500 17.033572 -3.002 3.120 1.021
C -57.108586 35.361497 16.760940 6.275 -1.047 0.351
O -56.335340 34.103016 16.572474 -0.819 0.873 0.337
C -55.043633 34.367746 16.749486 2.348 -5.308 1.780
O -54.197367 33.451729 16.859850 -2.217 3.060 -1.098
O -54.807442 35.612584 17.051617 1.841 0.426 -0.130
H -56.794684 38.142576 16.238399 0.192 0.028 -0.004
H -55.939002 37.224366 15.011345 0.371 0.074 0.096
H -54.975512 38.181615 16.293470 -1.238 -0.827 -0.613
H -56.074609 36.912884 18.027960 0.278 -1.255 -0.777
H -57.524774 35.433698 15.880722 -2.077 1.309 -4.887
H -57.868281 35.248990 17.388589 -2.595 -0.605 3.561
C -53.533009 37.532536 20.239235 2.391 -2.928 -2.311
C -52.929519 38.288464 19.086555 -1.668 3.163 -1.856
C -52.637381 39.741315 19.563206 1.531 3.348 0.957
O -51.246011 39.826700 19.399877 3.091 -0.560 -0.801
C -50.675833 38.731579 18.845866 -2.924 1.283 1.213
O -49.543195 38.664421 18.553999 1.164 -0.936 -0.595
O -51.676204 37.786062 18.740521 1.645 -0.558 -0.758
H -53.955933 36.696907 19.599994 0.007 0.038 2.004
H -54.219589 38.184939 20.626764 -2.069 1.017 1.394
H -52.699041 37.239543 21.004316 -1.770 0.412 -1.468
H -53.585949 38.415837 18.043365 1.382 -0.807 2.811
H -52.645456 39.962560 20.683183 -1.302 -0.861 -1.121
H -52.818061 40.796023 19.062276 -1.527 -2.567 0.380
```
Forces are in eV/Å.

## Properties
SMILES: C[C@H]1COC(=O)O1.C[C@H]1COC(=O)O1.C[C@H]1COC(=O)O1.C[C@H]1COC(=O)O1.C[C@H]1COC(=O)O1.C[C@H]1COC(=O)O1.C[C@H]1COC(=O)O1.C[C@H]1COC(=O)O1
Electronic energy (eV): -83091.8599
LUMO energy (eV): -0.4108
Charge: 0
Relative energy (zero: lowest compared OMol25 entry of this formula, charge and spin) (eV): 13.466